(1)
# C54H48AsN5OPRbS7

A structure of composition C54H48AsN5OPRbS7 at a distorted geometry (ωB97M-V with the def2-TZVPD basis set, OMol25).

The HOMO energy is -0.070 eV. As for the charge: -2.

Last column: Löwdin charge in e.
Cartesian coordinates (Å):
1 Rb 0.9906 -1.8931 1.1838  0.59
2 As 2.6048 -3.3477 3.8541  -0.70
3 S -0.8538 0.5200 -0.7314  0.74
4 S 3.5327 -3.7883 5.7182  -0.33
5 S 0.4785 -3.3714 4.1491  -0.08
6 S -0.8283 0.5558 2.9119  0.77
7 S 3.0953 -4.8580 2.4126  -0.21
8 S -0.2642 2.7044 1.2314  0.89
9 S 3.2773 -1.4337 3.1551  -0.24
10 P 1.2793 -2.6931 -2.2128  1.10
11 O -1.2755 -3.2689 1.4117  -0.25
12 N 0.2785 -0.3680 -0.8941  -0.42
13 N 2.5368 -4.9594 -0.7768  0.11
14 N -0.6558 2.1938 2.6454  -0.37
15 N -0.7872 2.0100 -0.0338  -0.37
16 N -0.8769 -0.2972 1.7418  -0.47
17 C -3.0635 -1.0636 -1.0668  -0.04
18 C -0.4077 -0.7838 -5.4790  -0.10
19 C 3.9566 -2.5955 -3.1692  -0.06
20 C 2.0392 0.3013 6.4527  -0.07
21 C 3.5611 4.0398 0.7519  -0.08
22 C -2.5715 3.0668 -3.4460  -0.09
23 C 2.1958 4.0265 0.9854  -0.07
24 C 5.1503 -1.9409 -3.4194  -0.09
25 C -0.3392 2.5813 -4.1741  -0.09
26 C 0.1912 -2.0958 -3.5548  -0.38
27 C 2.4656 -6.5959 -2.5116  -0.04
28 C -1.0794 -2.6675 -3.5804  -0.13
29 C -0.2165 1.6534 -3.1559  -0.08
30 C -4.6409 0.3881 0.6998  -0.08
31 C -1.0338 4.9647 -0.1020  -0.05
32 C 2.1979 -6.9401 -3.8180  -0.12
33 C 0.0844 -0.4895 5.3017  -0.14
34 C 0.9536 -0.5549 6.3802  -0.07
35 C 2.1842 -5.3086 -2.0315  -0.34
36 C 1.5275 2.8137 1.0145  -0.27
37 C 3.5728 1.6398 0.5830  -0.04
38 C -4.7775 0.6774 5.2161  -0.09
39 C 5.2747 -0.5828 -3.1743  -0.10
40 C -2.5309 -0.0209 -0.3358  -0.32
41 C 1.6192 -4.3629 -2.9194  -0.32
42 C -1.2636 1.4308 -2.2775  -0.26
43 C 4.2009 0.1165 -2.6422  -0.09
44 C -2.3805 0.5914 3.8590  -0.29
45 C -1.6670 -1.3547 -5.4946  -0.10
46 C -3.3071 0.7154 0.5356  -0.11
47 C -1.6925 6.1648 -0.1888  -0.07
48 C -4.5402 -0.3344 4.2975  -0.08
49 C 2.8689 -1.8954 -2.6545  -0.33
50 C 2.2108 1.6225 0.8238  -0.07
51 C -2.2738 6.7473 0.9436  -0.06
52 C -0.9280 4.3202 1.1479  -0.29
53 C 1.4420 1.2488 4.3344  -0.12
54 C -1.5174 3.2968 -4.3173  -0.10
55 C -2.5980 1.5868 4.7945  -0.07
56 C 3.0144 -0.5386 -2.3694  -0.12
57 C -2.0012 -2.3056 -4.5422  -0.09
58 C 2.2763 1.2127 5.4367  -0.10
59 C 0.5202 -1.1518 -4.5191  -0.09
60 C -1.5160 4.8992 2.2869  -0.05
61 C -2.4436 2.1423 -2.4249  -0.07
62 C 4.2474 2.8525 0.5421  -0.06
63 C -3.3391 -0.3777 3.6135  -0.06
64 C -2.1776 6.0945 2.1792  -0.08
65 C 1.3598 -4.7351 -4.2313  -0.11
66 C -4.4070 -1.3699 -0.9261  -0.06
67 C 1.6423 -6.0124 -4.6868  -0.13
68 C -5.1919 -0.6459 -0.0420  -0.08
69 C -3.8034 1.6327 5.4699  -0.08
70 C 0.3459 0.4093 4.2834  -0.33
71 H -3.9852 2.4092 6.1998  0.10
72 H -0.6189 4.4686 -0.9666  0.12
73 H 1.5077 -0.7132 -4.5273  0.10
74 H 2.8952 -7.3179 -1.8311  0.11
75 H 2.1566 -4.1115 -0.3715  0.00
76 H -0.1477 -0.0415 -6.2218  0.10
77 H -6.2400 -0.8863 0.0707  0.10
78 H 1.6316 1.9339 3.5198  0.08
79 H -1.3196 -3.4206 -2.8395  0.12
80 H -2.9850 -2.7553 -4.5518  0.10
81 H 3.8676 -3.6542 -3.3740  0.10
82 H 3.1286 1.8767 5.4840  0.10
83 H 1.6440 4.9456 1.1206  0.10
84 H -5.2908 -1.0895 4.1147  0.11
85 H -1.4444 4.3655 3.2209  0.10
86 H -2.8561 1.5296 1.0838  0.09
87 H -2.3898 -1.0582 -6.2427  0.09
88 H -1.2387 -2.3066 1.5238  -0.11
89 H 5.3107 2.8715 0.3430  0.11
90 H -1.7777 6.6646 -1.1446  0.11
91 H -5.7251 0.7259 5.7336  0.09
92 H 0.6984 1.1036 -2.9957  0.08
93 H 0.9491 -4.0157 -4.9263  0.10
94 H 1.6585 0.6942 0.8352  0.05
95 H -2.4187 -1.6069 -1.7390  0.09
96 H -3.1233 -1.1562 2.8968  0.12
97 H 2.7948 -5.6536 -0.0906  0.02
98 H -3.2511 1.9954 -1.7225  0.11
99 H 4.3029 1.1721 -2.4255  0.09
100 H -5.2484 0.9421 1.4033  0.11
101 H 5.9925 -2.4962 -3.8117  0.10
102 H 2.7124 0.2449 7.2952  0.10
103 H -1.8156 2.3080 4.9780  0.11
104 H 2.4271 -7.9394 -4.1688  0.09
105 H -2.8174 7.6771 0.8627  0.10
106 H -0.8584 -3.5948 2.2325  -0.11
107 H 4.1004 0.7104 0.4226  0.12
108 H 1.4382 -6.2857 -5.7132  0.08
109 H -4.8430 -2.1721 -1.5045  0.10
110 H -3.4922 3.6237 -3.5516  0.10
111 H 4.0929 4.9824 0.7313  0.10
112 H -0.7828 -1.1313 5.2471  0.07
113 H 6.2065 -0.0692 -3.3850  0.09
114 H -1.6079 4.0499 -5.0891  0.09
115 H -2.6371 6.5365 3.0528  0.10
116 H 0.8003 -1.3026 7.1422  0.11
117 H 2.1773 -0.0258 -1.9153  0.05
118 H 0.4917 2.7578 -4.8465  0.10

=====

(2)
# C54H48BHfN8OP2

A structure of composition C54H48BHfN8OP2 at a distorted geometry (ωB97M-V with the def2-TZVPD basis set, OMol25).

The HOMO energy is -10.647 eV. As for the charge: +1.

Last column: Löwdin charge in e.
Cartesian coordinates (Å):
1 Hf 0.4243 -0.4151 -0.9082  1.57
2 P -2.5308 -0.2025 -0.7144  1.03
3 P -0.7246 1.8585 1.3600  1.07
4 O 1.4284 -4.4529 -1.8040  0.07
5 N -0.0791 1.5217 -2.1023  -0.08
6 N -0.3431 -1.5053 1.2604  0.03
7 N -0.2273 -1.5172 -2.9413  0.00
8 N 2.5399 0.3984 -3.4254  -0.06
9 N 2.2665 -0.3368 -2.3382  -0.07
10 N 0.6618 2.0754 -3.0828  -0.05
11 N 8.2067 0.4844 5.4660  0.18
12 N 0.9262 -2.5145 -0.7012  -0.12
13 C 0.4504 -2.6757 -3.0297  -0.20
14 C 0.3631 -2.5236 1.5993  -0.22
15 C -0.9277 2.4804 -1.6904  -0.24
16 C -3.4383 -0.2609 -2.3304  -0.36
17 C 0.1214 -2.9940 2.9818  -0.05
18 C -4.3565 0.9825 -4.1898  -0.06
19 C 5.3698 -0.7193 3.8733  -0.01
20 C 0.1395 -0.0026 5.5506  -0.02
21 C -3.7878 0.9394 0.0850  -0.31
22 C 0.6723 -0.6925 4.3256  -0.19
23 C -3.4956 -4.4532 0.7985  -0.06
24 C 5.0992 1.2174 1.8913  -0.01
25 C -0.3938 1.3465 3.1048  -0.29
26 C 7.3555 0.4108 4.7024  -0.19
27 C 4.3314 -0.8319 -3.0408  -0.02
28 C 1.0146 -3.3000 -1.7740  -0.52
29 C 3.7656 0.1214 -3.8703  -0.05
30 C 0.5974 5.7589 1.6045  -0.07
31 C -4.8666 -0.1842 -4.7339  -0.07
32 C -0.6291 1.9408 4.2767  -0.06
33 C -3.5583 1.5201 1.4796  -0.29
34 C -1.0717 -2.1759 3.4351  -0.09
35 C -3.8807 -2.0843 0.9895  -0.08
36 C 0.1371 -0.0471 3.0462  -0.24
37 C 1.3996 3.3880 0.4352  -0.12
38 C 6.2924 0.3245 3.7728  -0.22
39 C -2.3203 -2.9273 -0.6230  -0.14
40 C -0.8035 -1.0603 -4.0538  -0.14
41 C -0.0536 -2.9156 -5.3532  -0.01
42 C -0.7317 3.6519 -2.3987  -0.02
43 C 2.1408 4.5394 0.2419  -0.07
44 C -2.4471 2.5640 1.5805  -0.33
45 C -0.7610 -1.7275 -5.2676  -0.02
46 C -0.4061 1.2137 5.5124  -0.06
47 C 3.3553 -1.0837 -2.0904  -0.14
48 C 4.3177 -0.7915 2.9861  -0.03
49 C -3.9347 -1.4307 -2.8975  -0.08
50 C 1.7349 5.7318 0.8163  -0.07
51 C -4.1343 -3.3835 1.4006  -0.07
52 C 0.5647 -3.3956 -4.2115  0.03
53 C -4.6406 -1.3886 -4.0895  -0.06
54 C 0.2476 3.4121 1.2185  -0.35
55 C 2.0317 0.1808 0.4496  -0.17
56 C -0.1386 4.6073 1.8130  -0.09
57 C 4.1637 0.1852 1.9969  -0.23
58 C 6.1591 1.2873 2.7694  0.00
59 C 1.2277 -3.1542 0.5701  -0.12
60 C 3.0444 0.1494 1.1263  -0.09
61 C -0.9605 -0.9955 2.4768  -0.22
62 C -2.5826 -4.2212 -0.2186  -0.05
63 C 0.1651 -2.1209 4.2501  -0.11
64 C -3.6368 0.9422 -3.0109  -0.12
65 C -2.9792 -1.8445 -0.0393  -0.39
66 C 0.2935 3.3408 -3.2755  -0.05
67 B 1.5387 1.3292 -4.1200  -0.41
68 H -4.4931 2.0116 1.7680  0.12
69 H -1.9016 -0.4928 2.2633  0.10
70 H -2.5981 3.3488 0.8349  0.09
71 H 3.6070 -1.6046 3.0526  0.11
72 H 0.0106 -3.4552 -6.2842  0.12
73 H 4.1629 0.6101 -4.7367  0.13
74 H -2.0285 -2.5717 3.7307  0.15
75 H -5.0297 -2.3059 -4.5053  0.11
76 H -1.3478 -0.1310 -3.9622  0.10
77 H -1.2531 -1.3028 -6.1272  0.12
78 H 6.8844 2.0844 2.6952  0.13
79 H 0.2065 -4.0555 3.1696  0.15
80 H -1.0075 2.9486 4.3519  0.10
81 H -2.5039 3.0215 2.5701  0.07
82 H -5.4369 -0.1527 -5.6496  0.11
83 H 0.8074 0.6811 -4.8135  0.07
84 H -4.5241 1.9311 -4.6769  0.11
85 H 5.4883 -1.4586 4.6519  0.12
86 H 2.3034 6.6345 0.6551  0.11
87 H 4.9748 1.9607 1.1172  0.12
88 H 0.2764 6.6846 2.0547  0.11
89 H 0.2440 -0.5331 6.4847  0.11
90 H -3.2256 1.8641 -2.6283  0.08
91 H -4.3953 -1.2732 1.4814  0.10
92 H -1.0203 4.6509 2.4315  0.09
93 H 3.3956 -1.7582 -1.2560  0.10
94 H 1.7670 -0.6464 4.3650  0.14
95 H 1.7191 2.4584 -0.0257  0.05
96 H -3.7933 -2.3835 -2.4085  0.10
97 H -2.0791 -5.0454 -0.7008  0.12
98 H -1.6072 -2.7452 -1.4163  0.07
99 H -4.8468 -3.5602 2.1916  0.11
100 H 0.9488 -0.0219 2.3135  0.07
101 H -3.9197 1.7736 -0.6080  0.08
102 H -3.7043 -5.4619 1.1202  0.11
103 H 5.3018 -1.2731 -3.1184  0.10
104 H 1.1357 -4.3128 -4.1961  0.13
105 H 2.1403 2.1437 -4.7347  0.08
106 H 2.2866 -3.0313 0.8538  0.14
107 H -4.7307 0.3816 0.0759  0.10
108 H 0.2515 -2.6982 5.1622  0.15
109 H 0.7660 3.9448 -4.0230  0.13
110 H -1.6456 2.2921 -0.9174  0.02
111 H 1.0525 -4.2394 0.5016  0.14
112 H -3.3860 0.7335 2.2153  0.08
113 H 3.0309 4.5091 -0.3681  0.11
114 H -1.2576 4.5790 -2.3029  0.11
115 H -0.7302 1.6920 6.4234  0.11

=====

ΔE to the lowest compared entry with this formula, charge and spin values (in kcal per mole) by entry order: 53.23, 23.35.
Orbital gap values (in eV) by entry order: 2.91, 7.79.